Record 1
The following is a quantum chemistry calculation of a cluster of 12 separate species, C5H33NO12 in total, from OMol25.

```
! RIJCOSX wB97M-V def2-TZVPD def2/J DEFGRID3
* xyz 0 1
O -4.535 0.654 -0.398
O -1.315 2.098 -1.686
O -3.226 -2.449 -1.472
O 1.309 -4.293 1.065
O 2.455 1.445 3.689
O -1.528 -0.549 -3.785
O 0.027 -1.099 3.855
O 0.891 3.335 1.855
O 1.866 1.698 -0.238
O -1.092 1.908 3.642
O -0.012 4.573 -1.468
O -2.074 -2.207 2.433
N 1.859 0.277 -2.584
C 1.672 -1.167 -2.616
C 2.192 -1.845 -1.304
C 1.047 1.003 -3.202
C 1.494 -2.867 0.856
C 1.040 -2.504 -0.544
H 0.444 3.114 1.010
H -2.015 -1.352 -3.573
H 0.243 -1.769 -0.504
H -0.745 2.124 2.772
H 2.582 -0.984 -0.791
H -1.429 2.662 4.027
H -0.376 4.983 -0.696
H -1.176 -2.364 2.756
H -1.274 -0.772 -4.689
H -0.662 -0.432 3.826
H -1.233 1.194 -1.927
H -0.576 2.428 -1.181
H -3.715 -2.667 -2.271
H 1.078 -4.410 1.989
H 1.016 2.083 -3.188
H -1.988 -2.409 1.501
H -4.938 1.507 -0.226
H 0.647 -1.455 -2.868
H -3.620 0.683 -0.128
H 0.254 0.613 -3.844
H 0.838 -3.447 -1.019
H 1.930 1.190 0.564
H 0.867 -2.398 1.618
H 0.664 -0.927 4.548
H -0.403 3.952 -2.066
H 1.753 2.020 4.008
H 2.383 1.289 -0.957
H 3.166 2.027 3.424
H 2.242 -1.522 -3.483
H 2.518 -2.617 1.133
H 0.902 4.256 1.537
H 3.067 -2.405 -1.626
H -3.521 -1.564 -1.276
*
```

Results
SMILES: C=NCCCCO.O.O.O.O.O.O.O.O.O.O.O
LUMO level (Ha): 0.000
Kohn-Sham gap (eV): 9.799
Highest occupied orbital energy (eV): -9.7966

These are the Mulliken partial charges, in e, on atoms 1 to 2: -0.612 -0.664


Record 2
The following is a quantum chemistry calculation of a structure of composition C35H56ClO24S, from OMol25.

```
! RIJCOSX wB97M-V def2-TZVPD def2/J DEFGRID3
* xyz 1 1
Cl 0.417 2.230 1.413
S -1.210 -2.423 1.346
O 4.920 -1.680 -0.984
O -3.047 -2.426 -1.600
O -2.604 -4.097 -2.975
O 1.292 0.043 -2.807
O 1.370 5.403 -7.351
O -4.392 -0.900 5.173
O 4.115 -3.748 -0.753
O -0.654 4.678 10.540
O -5.213 -0.707 -4.874
O 2.262 -5.544 1.808
O -0.948 -2.815 -2.060
O 1.096 3.297 -8.025
O 1.854 1.976 -3.802
O -2.208 -0.375 5.015
O -1.946 2.865 10.446
O 6.321 -3.442 -1.105
O -3.371 0.285 6.796
O -3.725 0.184 -3.442
O 3.521 -4.814 3.480
O -3.317 0.252 -5.631
O 3.080 1.223 -2.106
O 1.954 3.717 -5.982
O 0.236 2.717 9.892
O 1.878 -3.507 2.675
C -0.750 0.072 0.221
C -4.189 -0.136 -4.678
C 2.497 -4.533 2.663
C -2.352 0.589 -3.594
C -0.964 0.979 -5.690
C -4.189 3.812 10.746
C 5.321 -6.485 3.559
C 0.578 0.730 0.487
C -2.005 5.136 10.685
C -2.317 1.097 -5.014
C -0.693 3.357 10.259
C 3.487 -1.570 -1.028
C -1.987 0.535 7.095
C 0.180 6.671 -9.080
C 1.056 5.474 -8.758
C -1.365 0.567 5.720
C 5.231 -3.000 -0.961
C 3.204 3.845 -4.648
C 3.050 -2.853 -0.368
C -4.317 -2.767 -2.185
C 2.731 3.068 -3.434
C -4.835 -4.594 -3.905
C 1.519 4.102 -7.017
C 3.846 -6.217 3.325
C -3.426 -0.378 5.624
C 0.098 0.164 5.671
C -2.720 3.881 11.124
C 0.407 4.127 -8.974
C 3.812 2.326 -2.679
C -2.091 -3.125 -2.223
C 2.012 0.990 -2.907
C -1.315 -0.600 1.492
C 1.698 -3.348 -0.826
C -4.038 -4.175 -2.685
C 3.366 -6.465 1.913
H 2.003 5.535 -9.299
H -5.768 -4.036 -3.975
H -1.609 -0.280 7.715
H -2.361 -0.406 1.678
H -0.727 -0.355 2.366
H 4.110 -6.199 1.160
H -4.162 -4.898 -1.877
H -4.613 4.809 10.627
H -2.687 2.123 -5.064
H 2.169 3.716 -2.758
H 1.195 0.055 1.065
H -4.765 3.305 11.518
H 3.236 -6.770 4.043
H 4.253 4.126 -4.551
H 0.590 0.346 6.625
H 3.029 -7.484 1.747
H 1.784 -4.083 -1.623
H 3.158 -0.686 -0.493
H 4.587 1.922 -3.332
H -4.325 3.255 9.820
H 5.706 -7.214 2.847
H 1.158 -3.826 -0.005
H 5.899 -5.567 3.473
H -4.518 -2.057 -2.982
H -0.152 0.978 -4.961
H -0.658 4.127 -8.731
H -2.356 5.505 9.718
H 3.072 3.260 -5.556
H -1.606 -2.631 0.069
H -0.902 0.074 -6.291
H 1.094 -2.515 -1.180
H -0.583 6.414 -9.816
H 2.631 4.763 -4.767
H 0.547 3.745 -9.982
H 0.636 0.741 4.917
H -5.088 -5.651 -3.857
H 0.122 -2.609 1.247
H -5.121 -2.730 -1.456
H -0.563 -0.675 -0.542
H -1.495 0.749 -0.176
H 5.489 -6.885 4.557
H 0.771 7.483 -9.498
H -0.791 1.823 -6.355
H -1.710 -0.283 -3.442
H -4.260 -4.435 -4.815
H -0.305 7.047 -8.182
H -2.058 5.936 11.418
H -2.100 1.355 -2.864
H 4.272 2.924 -1.898
H 3.165 -1.506 -2.065
H 0.201 -0.890 5.416
H -1.870 1.475 7.629
H 1.082 0.909 -0.448
H 3.072 -2.763 0.720
H -2.593 3.721 12.196
H -1.505 1.545 5.253
*
```

Results
LUMO level (Ha): -0.078
Kohn-Sham gap (eV): 8.756
Highest occupied orbital energy (eV): -10.8741

These are the Mulliken partial charges, in e, on atoms 1 to 2: -0.206 0.169


Record 3
The following is a quantum chemistry calculation of the ion C7H12ClIN3O3 with charge +1, from OMol25.

```
! RIJCOSX wB97M-V def2-TZVPD def2/J DEFGRID3
* xyz 1 3
I -2.940 3.635 -0.780
Cl 0.651 -0.734 2.594
O 0.391 2.407 1.213
O -1.280 3.693 1.659
O 1.829 -1.396 -0.031
N -0.752 2.877 1.010
N -0.571 -0.264 -0.318
N -0.595 1.914 -1.177
C -1.257 0.121 0.855
C -1.348 2.466 -0.221
C 0.575 -2.387 1.823
C 1.165 0.635 -2.055
C 0.046 0.687 -1.104
C -0.403 -1.685 -0.560
C 0.802 -2.268 0.313
H -1.392 -2.049 -0.199
H -0.301 -2.836 1.985
H 2.076 -0.965 0.800
H 1.690 -0.405 -2.089
H 1.892 1.351 -1.904
H 1.405 -2.829 2.333
H 1.083 -3.282 -0.115
H -2.010 -0.659 1.055
H 0.725 0.842 -3.061
H -0.808 0.794 1.633
H -0.676 2.290 -2.112
H 0.003 -1.956 -1.550
*
```

Results
LUMO level (alpha / beta) (Ha): -0.155 / -0.236
<S²>: 2.03
Kohn-Sham gap (alpha / beta) (eV): 6.885 / 6.965
Highest occupied orbital energy (alpha / beta) (eV): -11.1005 / -13.3928

These are the Mulliken partial charges, in e, on atoms 1 to 2: 0.275 -0.136